[1]
Entry from OMol25: C26H36B3F14O20PS as an isolated structure at a distorted geometry (the ωB97M-V functional and the def2-TZVPD basis).

```
101
Properties=species:S:1:pos:R:3:lowdin_charge:R:1
H 5.4624 7.0834 -2.9875 0.0933
O -0.6590 -4.4210 5.6922 0.1621
H 2.4366 -1.5285 0.7452 0.1493
C 2.1557 -2.1346 -0.1207 -0.3265
O -1.0575 -3.0094 0.5696 0.1343
H 0.1223 -7.4456 -3.9079 0.1396
B 3.0447 1.7052 3.6656 -0.5678
O -2.6376 1.1745 -5.5660 0.0852
F -5.1337 3.6020 1.1174 0.1815
H 4.6640 5.2615 -0.7992 0.1439
F -5.5461 1.3657 0.5157 -0.1330
O 3.3159 3.0267 1.3435 0.3344
O 4.0997 -6.2203 -3.0809 0.1630
C -1.4358 -4.1288 4.8423 -0.5563
F -2.8615 4.1125 -0.3034 0.1680
O 1.7073 1.7199 6.2520 -0.2976
H 1.1332 2.9334 0.1371 0.1300
H 1.0096 5.0781 2.1975 0.1370
C -0.9046 3.0477 0.5015 -0.4126
B 3.4487 1.6658 1.4401 -0.7591
O 2.5862 5.3043 -0.6421 0.0516
H 1.4999 -9.8141 -1.6872 0.0925
C 0.4692 3.6979 0.5600 -0.0778
H 1.3730 -8.7051 -3.9891 0.1407
C -3.7438 1.4019 -3.4134 -0.0130
H -0.9427 0.2618 -2.9824 0.1391
H 0.6568 -6.8773 -1.6249 0.1558
C 0.1195 -2.9563 0.3801 -0.5396
H -3.8681 -5.9204 2.1672 0.0840
C -3.4086 -4.9408 2.0244 -0.0205
H 3.9561 6.8086 -3.8888 0.0947
O 1.1124 -0.2061 4.5642 -0.2943
F 3.2093 0.8447 0.4494 0.3059
O 0.5200 6.2060 -0.8157 0.1515
F -5.2471 0.8091 2.6411 -0.1371
C -2.9629 3.7347 2.0726 -0.3621
B 2.3600 3.3742 2.3145 -0.4868
H -3.6986 1.1141 -2.3630 0.0735
O 2.0947 -6.7770 -3.9524 0.0633
H 2.3060 -4.2296 -0.7118 0.1357
C -3.1267 -4.2950 3.3591 -0.3251
H 4.0527 7.5912 -0.9364 0.1613
F -0.8844 1.9190 1.2549 0.1040
O -2.1280 -5.0259 4.0877 0.0840
F -1.5823 5.2315 0.9504 0.1607
O 0.7388 -1.9818 -0.3293 0.0928
H 2.8237 -0.6268 -1.4950 0.0742
C -1.2741 0.9589 -3.7501 -0.1011
O -0.5181 0.7850 -4.9543 0.0607
F -3.3563 1.3857 0.1680 -0.1135
H 4.3001 8.3962 -3.2341 0.0891
H -1.1265 1.9808 -3.3921 0.1317
H -2.8907 -0.3839 -4.2484 0.1599
H -1.7961 -2.8267 2.4292 0.1029
O 2.6228 -7.4276 -1.8752 0.0792
C -2.6815 0.6894 -4.2148 -0.3292
O 2.2762 7.1400 -1.8701 0.1061
H -4.0804 -4.3243 1.4265 0.0916
H -2.4845 -5.1004 1.4696 0.0789
F -4.9066 3.0624 3.0923 0.1564
H 0.2475 3.5905 2.7395 0.1123
C 3.7878 5.4989 -1.3984 -0.0780
H 0.5378 4.5628 -0.1329 0.0852
H -4.0372 -4.2713 3.9662 0.1567
C -4.3168 2.9791 1.9140 -0.4735
C -1.3489 1.0778 -5.9918 -0.5555
H -3.6284 2.4841 -3.4919 0.0957
O -1.7541 -2.8557 4.4925 0.0618
F -4.3337 -0.3850 1.0516 -0.1220
C 2.2552 -3.6058 0.1845 -0.0801
C 3.0446 -6.7557 -2.9800 -0.5627
O 3.8016 1.1083 2.6599 0.2933
F -1.0280 2.6285 -0.7868 0.0979
H -4.7354 1.1611 -3.7980 0.0888
H 0.6140 0.4312 4.0279 0.0389
C 1.1094 -7.7374 -3.5551 -0.0979
C 1.6856 6.2142 -1.0837 -0.5282
C 0.8410 -9.0026 -1.3749 -0.0216
H 3.0951 -3.8445 0.8327 0.1462
C 1.2252 -7.7095 -2.0515 -0.3376
H -3.2328 -2.1305 3.2080 0.1308
H 0.9437 -8.9106 -0.2934 0.0888
P 2.4160 0.6556 5.1882 0.9071
H 2.5663 -2.1945 -2.2344 0.0945
H 3.7602 4.8389 -2.2687 0.1468
F -2.2415 3.3288 3.0997 0.1761
C 2.9373 -1.6991 -1.3355 -0.0157
C -2.4951 -2.9301 3.2639 -0.0923
F -3.3750 4.9622 2.4759 0.1478
H -0.1903 -9.2721 -1.6044 0.0919
C 0.9457 3.9985 1.9989 0.0029
F -3.0594 0.8271 2.3927 -0.1138
O 1.0096 -3.8626 0.8474 0.0762
H 3.9976 -1.9229 -1.2179 0.0987
C 3.6987 6.9594 -1.7558 -0.3237
C -2.1119 4.0176 0.7903 -0.3564
S -4.2625 1.1522 1.4344 0.7806
O 2.7197 3.0679 3.6320 0.2491
O -0.9952 1.2302 -7.1146 0.1659
H 0.7716 1.8202 6.0146 0.0531
C 4.4014 7.3285 -3.0392 -0.0187
```

Computed properties:
Gap between HOMO and LUMO = 8.402 eV
Strongest force on any atom = 3.0 eV/Å
Highest occupied orbital energy = -8.70 eV
Spin multiplicity = 1
Total energy = -128702.2425 eV
Lowest unoccupied orbital energy = -0.3 eV


[2]
Entry from OMol25: C26H36BCl2F6MoN3O6S2 as an isolated structure (the ωB97M-V functional and the def2-TZVPD basis).

```
83
Properties=species:S:1:pos:R:3:lowdin_charge:R:1
Mo 0.5113 -1.6087 0.2832 1.3867
H -4.5939 0.7186 1.0958 0.1215
C -0.1395 -1.1430 -3.7221 -1.0222
H -1.9258 3.5601 -2.0236 0.1170
H 0.0110 -0.3371 -3.0090 -0.0024
H -3.2998 4.8419 -3.2877 0.0877
H 4.6306 -1.8360 -2.8807 0.0953
O 1.3387 -4.3162 0.4860 -0.3357
B -0.7904 0.0237 -0.3729 -0.6069
Cl -0.9522 -2.4716 -2.8964 0.5907
H 3.0723 -2.6742 -2.8495 0.0906
C 5.3359 -0.2292 0.1901 -0.0340
H 3.5924 -3.7006 -0.6287 0.0780
H -5.5814 3.6911 -2.9995 0.0924
C -4.0152 1.3447 0.4312 0.0269
H 5.7746 -1.1431 0.5647 0.1012
H -5.1777 6.5131 -0.5621 0.0846
F 2.0696 -6.0322 2.9461 0.1472
C 1.2247 -0.7287 3.3856 -0.2203
C -4.5172 2.5461 -0.0599 -0.0313
H 1.8578 1.0429 4.3728 0.1131
F 0.5425 -4.5127 3.1902 0.1094
S 0.6895 -5.5744 0.7818 0.6018
C 0.8237 -5.6986 2.6166 -0.6681
H 5.1757 -2.9173 -0.7049 0.0915
H 0.3047 2.1799 1.2505 0.0918
S -1.7071 -4.2466 0.4498 0.6273
C 1.9506 1.4324 2.2335 -0.2576
H 1.4132 -2.0784 -1.3686 0.0367
C 5.9126 0.9878 0.5441 -0.0817
F -2.5018 -4.5246 2.9393 0.1433
C 2.0704 -1.4471 -0.6266 -0.2734
H 3.1348 -0.9183 -3.0802 0.0758
H -6.1985 5.2789 -2.5269 0.0845
O -0.9874 -3.0918 1.0249 -0.4697
H -0.0888 -2.1869 2.8061 0.0675
N 0.1590 -1.2504 2.4921 -0.0657
H 4.1472 -2.7201 0.7225 0.0882
Cl -1.0765 -0.5062 -5.0853 0.5243
C -2.7533 0.9858 0.0162 -0.2102
C 4.2572 2.1497 -0.7345 -0.0818
H 2.3262 2.4331 2.4761 0.1110
H 3.8294 3.0733 -1.1038 0.1053
C 5.3790 2.1789 0.0881 -0.0945
H 5.8306 3.1222 0.3645 0.1006
O 1.2460 -6.7881 0.2911 -0.2389
C -5.7495 4.3569 -2.1519 -0.0479
F -3.5729 -5.7367 1.4988 0.1611
C 1.3162 0.7869 3.4596 -0.1873
O -2.0188 -0.1391 0.3224 0.0892
H 6.7880 0.9948 1.1813 0.1026
C -4.7202 5.5801 -0.2263 -0.0488
C 3.6859 0.9385 -1.0800 -0.0618
N -0.8675 -5.5556 0.5247 -0.2729
C -3.8005 3.3677 -0.9366 -0.1670
C -3.0112 -4.5553 1.7079 -0.6791
O -0.8115 1.2029 -1.1140 0.1096
H 2.8024 0.9238 -1.7085 0.1115
C 3.5188 -1.5804 -1.0300 -0.5492
H 2.1658 -1.1447 3.0162 0.1138
H 0.3112 1.2044 3.5900 0.1156
H -5.4017 5.1111 0.4837 0.0766
C -3.5260 5.4272 -2.3951 -0.0716
H -0.7051 -0.7140 2.5757 0.1026
C -2.0366 1.7837 -0.8474 -0.1905
H -2.5836 5.7189 -1.9288 0.0855
O -2.3888 -4.0396 -0.7823 -0.2781
H 2.8143 0.8439 1.9112 0.1044
H 0.8086 -1.5041 -4.1073 0.0167
H -6.4734 3.8796 -1.4914 0.0765
F -3.9330 -3.5995 1.6040 0.1502
H 1.0691 -1.1361 4.3882 0.1169
C -4.4342 4.6695 -1.4276 -0.5639
C 3.5911 -1.7591 -2.5568 -0.0376
N 0.9765 1.4281 1.1475 0.0144
H -3.8000 5.8249 0.3067 0.0895
F -0.0132 -6.6022 3.1114 0.1517
H -4.0298 6.3392 -2.7180 0.0852
C 4.2100 -0.2730 -0.6208 -0.1858
C 4.1446 -2.8005 -0.3656 -0.0554
H -5.5089 2.8489 0.2476 0.1069
H 1.4011 1.5134 0.2337 0.0485
C -2.5219 2.9731 -1.3426 0.0706
```

Computed properties:
Gap between HOMO and LUMO (spin up / spin down) = 8.339 / 8.352 eV
ΔE to the lowest compared entry with this formula, charge and spin = 28.9 kcal per mole
Strongest force on any atom = 0.8 eV/Å
Highest occupied orbital energy (spin up / spin down) = -8.07 / -8.61 eV
Spin multiplicity = 3
Total energy = -109853.8387 eV
Lowest unoccupied orbital energy (spin up / spin down) = 0.3 / -0.3 eV